(1)
Entry from the Open Molecules 2025 dataset: a molecular structure, C3H3NO in a non-equilibrium geometry (ωB97M-V with the def2-TZVPD basis set).

XYZ file:
```
8
Properties=species:S:1:pos:R:3:lowdin_charge:R:1
C -0.57 -0.62 -0.84 -0.083
C 0.60 -0.17 -0.24 0.031
C -0.16 0.71 0.68 -0.137
N -1.30 0.02 0.04 0.149
O 2.46 -0.97 -0.22 -0.329
H -0.85 -1.29 -1.62 0.123
H -0.06 0.54 1.75 0.123
H -0.11 1.77 0.45 0.123
```

## Properties
Electronic energy, Eh: -245.77679
Net charge: 0


(2)
Entry from the Open Molecules 2025 dataset: a single C3H3NO molecule in a non-equilibrium geometry (ωB97M-V with the def2-TZVPD basis set).

XYZ file:
```
8
Properties=species:S:1:pos:R:3:lowdin_charge:R:1
O -1.30 0.06 0.77 -0.159
C -1.06 -0.36 -0.45 -0.066
C 0.59 -0.24 -0.71 -0.032
C 1.01 0.19 0.52 -0.070
N -0.27 0.39 1.51 0.034
H -1.92 0.00 -1.06 0.115
H 1.03 -0.51 -1.71 0.094
H 1.90 0.47 1.09 0.084
```

## Properties
Electronic energy, Eh: -245.93410
Net charge: 0


(3)
Entry from the Open Molecules 2025 dataset: a single C3H3NO molecule in a non-equilibrium geometry (ωB97M-V with the def2-TZVPD basis set).

XYZ file:
```
8
Properties=species:S:1:pos:R:3:lowdin_charge:R:1
C 0.84 -0.52 0.01 -0.037
C -0.12 0.58 0.04 -0.490
C -1.55 0.30 0.01 -0.127
H 1.70 -0.13 -0.70 0.135
H 1.32 -0.65 1.02 0.108
H 0.36 -1.52 -0.40 0.130
N -2.71 0.15 0.01 0.178
O 0.15 1.78 0.00 0.103
```

## Properties
Electronic energy, Eh: -246.06672
Net charge: 0


(4)
Entry from the Open Molecules 2025 dataset: 2 unconnected molecules or ions with the total composition C3H3NO in a non-equilibrium geometry (ωB97M-V with the def2-TZVPD basis set).

XYZ file:
```
8
Properties=species:S:1:pos:R:3:lowdin_charge:R:1
C 0.99 0.50 -0.70 -0.473
C -1.06 -0.16 -0.08 -0.097
C 0.19 0.26 0.44 -0.025
N 0.14 -0.53 -0.83 0.156
O 1.98 1.03 -1.13 0.122
H -1.63 -0.88 0.31 0.064
H -1.72 0.73 -0.43 0.150
H 1.11 -0.95 2.41 0.105
```

## Properties
Electronic energy, Eh: -245.82573
Net charge: 0


(5)
Entry from the Open Molecules 2025 dataset: a single C3H3NO molecule in a non-equilibrium geometry (ωB97M-V with the def2-TZVPD basis set).

XYZ file:
```
8
Properties=species:S:1:pos:R:3:lowdin_charge:R:1
C 0.74 -0.23 0.66 -0.013
C -0.34 -0.35 -0.37 -0.440
O -0.70 -1.41 -0.84 0.117
C -1.03 0.86 -0.88 -0.116
N -1.64 1.73 -1.35 0.171
H 1.23 -1.20 0.74 0.091
H 1.47 0.55 0.41 0.092
H 0.30 0.03 1.63 0.097
```

## Properties
Electronic energy, Eh: -246.08196
Net charge: 0


(6)
Entry from the Open Molecules 2025 dataset: 2 unconnected molecules or ions with the total composition C3H3NO2 in a non-equilibrium geometry (ωB97M-V with the def2-TZVPD basis set).

XYZ file:
```
9
Properties=species:S:1:pos:R:3:lowdin_charge:R:1
C -0.87 0.97 -0.65 -0.343
C -0.72 0.16 0.42 -0.241
C 0.23 1.41 0.36 -0.404
N 0.29 -1.84 -0.06 -0.412
O 1.02 -2.18 0.90 -0.289
O -0.42 -2.81 -0.54 -0.331
H -1.07 0.90 -1.73 0.006
H 1.26 1.22 0.03 -0.003
H 0.27 2.17 1.27 0.017
```

## Properties
Electronic energy, Eh: -321.00036
Net charge: -2